Density functional theory data (ωB97M-V/def2-TZVPD) for a structure of composition C22H31BrO5PPdSi at a distorted geometry.

Values from the calculation:
Highest occupied orbital energy (spin up / spin down) (eV): -10.826 / -10.828
LUMO energy (spin up / spin down) (Ha): -0.180 / -0.180
Charge: +1
HOMO-LUMO gap (spin up / spin down) (eV): 5.94 / 5.93

CARTESIAN COORDINATES (ANGSTROEM)
Pd: 0.4474 -0.6039 -0.2313
Br: 0.7940 -2.4387 1.6610
C: 2.3500 -1.5475 2.3395
C: 2.8687 -1.9727 3.5268
C: 4.0534 -1.3883 4.0073
C: 4.6965 -0.4352 3.2690
C: 4.1565 0.0294 2.0490
C: 4.8069 1.0188 1.2776
C: 4.2459 1.5011 0.1296
C: 2.9904 1.0274 -0.3004
C: 2.3624 0.0467 0.4053
C: 2.9213 -0.5066 1.5780
H: 2.3749 -2.7601 4.0792
H: 4.4547 -1.7133 4.9571
H: 5.6320 -0.0152 3.6151
H: 5.7601 1.4016 1.6192
H: 4.7537 2.2585 -0.4518
H: 2.5318 1.4559 -1.1830
O: -2.1295 -0.6672 -1.8788
C: -2.0259 -1.7909 -2.2777
O: -0.8682 -2.4275 -2.4553
H: -2.8614 -2.4126 -2.6048
C: -4.7362 1.9853 0.5079
C: -3.3075 2.0385 0.0032
O: -2.4075 1.6104 1.0588
P: -1.2751 0.4974 0.9460
O: -2.0170 -0.9080 1.1927
C: -3.3201 -1.1778 1.7436
C: -4.1577 -1.9276 0.7295
O: -0.4388 0.8194 2.2729
C: -0.8570 1.5412 3.4509
C: -1.9426 0.8175 4.2217
H: -5.3755 2.5864 -0.1372
H: -4.7806 2.4029 1.5139
H: -5.1185 0.9651 0.5255
H: -3.0323 3.0652 -0.2351
H: -3.1694 1.4156 -0.8773
H: -3.8046 -0.2449 2.0307
H: -3.1622 -1.7778 2.6402
H: -4.2791 -1.3334 -0.1771
H: -5.1420 -2.1377 1.1463
H: -3.6751 -2.8695 0.4655
H: -1.1874 2.5375 3.1567
H: 0.0496 1.6335 4.0460
H: -2.8885 0.8640 3.6830
H: -2.0776 1.2814 5.1982
H: -1.6722 -0.2284 4.3727
C: 0.4502 -1.2468 -5.4443
Si: 1.2729 -0.1357 -4.1531
C: 3.1376 -0.1212 -4.4715
C: 0.5711 1.6046 -4.2906
C: 1.0440 -0.9298 -2.4743
C: 0.2951 -1.8400 -2.0180
H: 0.8763 -1.0321 -6.4243
H: -0.6241 -1.0598 -5.4890
H: 0.6083 -2.3025 -5.2221
H: 3.3288 -0.0822 -5.5445
H: 3.6108 -1.0169 -4.0694
H: 3.6056 0.7512 -4.0123
H: 0.9284 2.0601 -5.2152
H: 0.8741 2.2464 -3.4619
H: -0.5195 1.5889 -4.3192

Atoms 1-3, force components in eV/Å:
Pd 1.221 0.338 -1.035
Br 0.377 -0.132 0.408
C -0.226 -0.210 0.126

***

Density functional theory data (ωB97M-V/def2-TZVPD) for the ion C6H14NO with charge -1 at a distorted geometry.

Values from the calculation:
Highest occupied orbital energy (eV): -2.264
SMILES: CC(C)CCNC[O-]
LUMO energy (Ha): 0.126
Charge: -1
HOMO-LUMO gap (eV): 5.68

CARTESIAN COORDINATES (ANGSTROEM)
C: 0.2722 2.0749 -1.7638
C: 0.5543 1.1339 -0.5972
C: 2.0535 1.0365 -0.3725
C: -0.0411 -0.2727 -0.8335
C: -0.2095 -1.0767 0.4672
N: -1.5903 -1.2096 0.8790
C: -1.7941 -2.1525 2.0550
O: -1.8003 -1.5428 3.2505
H: 0.4662 3.1103 -1.4830
H: 0.8392 1.8137 -2.6614
H: -0.7836 2.0377 -2.0551
H: 0.0392 1.5176 0.2892
H: 2.5276 1.9621 -0.0536
H: 2.5665 0.7359 -1.2867
H: 2.3094 0.2657 0.3640
H: 0.5787 -0.8224 -1.5496
H: -1.0191 -0.1171 -1.2918
H: 0.2098 -2.0819 0.3508
H: 0.4252 -0.6028 1.2428
H: -1.8975 -0.3115 1.2428
H: -2.7602 -2.6310 1.8336
H: -0.9461 -2.8673 1.9731

Atoms 1-3, force components in eV/Å:
C -0.583 0.063 -0.025
C -0.060 -0.508 -0.422
C 0.408 -0.349 0.405

***

Density functional theory data (ωB97M-V/def2-TZVPD) for an isolated molecule of C4H5NO2 at a distorted geometry.

Values from the calculation:
Highest occupied orbital energy (eV): -8.935
SMILES: C=C=N[C@@H]1O[C@@H]1O
LUMO energy (Ha): 0.024
Charge: 0
HOMO-LUMO gap (eV): 9.60

CARTESIAN COORDINATES (ANGSTROEM)
C: 2.0673 0.9826 -0.5044
C: 1.2344 0.1394 0.0237
N: 0.7675 -0.9015 0.5160
C: -0.5090 -1.3213 0.3891
O: -1.3305 -1.1156 -1.0210
C: -1.5631 -0.3225 0.0246
O: -1.0311 1.0148 -0.0699
H: 1.8845 2.0425 -0.4854
H: 2.9466 0.6243 -1.0111
H: -0.7613 -2.2701 0.8453
H: -2.5408 -0.3408 0.5192
H: -1.1644 1.4681 0.7740

Atoms 1-3, force components in eV/Å:
C -0.076 0.547 -0.086
C 0.556 -1.653 0.033
N 0.423 1.554 0.171

***

Density functional theory data (ωB97M-V/def2-TZVPD) for a structure of composition C21H28I2IrN7O.

Values from the calculation:
Highest occupied orbital energy (spin up / spin down) (eV): -13.285 / -13.284
LUMO energy (spin up / spin down) (Ha): -0.254 / -0.254
Charge: +2
HOMO-LUMO gap (spin up / spin down) (eV): 6.37 / 6.37

CARTESIAN COORDINATES (ANGSTROEM)
Ir: 0.0288 -0.0564 -0.2076
I: 4.2818 0.5648 -3.1819
C: 2.7605 1.8687 -2.6881
C: 2.7562 3.1905 -3.2051
C: 1.7728 4.0952 -2.9122
I: 1.8659 6.0015 -3.7267
C: 0.6973 3.7208 -2.0504
C: -0.3841 4.5190 -1.6449
C: -1.3436 4.0042 -0.8003
C: -1.2391 2.6946 -0.3433
N: -0.2298 1.9074 -0.7047
C: 0.7234 2.4089 -1.5497
C: 1.7316 1.4849 -1.8714
O: 1.5797 0.2580 -1.3193
H: 3.5706 3.4806 -3.8552
H: -0.4610 5.5382 -2.0018
H: -2.1822 4.6064 -0.4830
H: -1.9738 2.2604 0.3224
C: 2.4725 1.2161 1.6666
N: 1.4602 1.0837 2.7006
C: 1.8055 1.5737 4.0400
C: 0.5603 1.2528 4.8587
N: -0.2139 0.3881 3.9576
C: -1.5786 0.0642 4.3634
C: 0.3530 0.3328 2.7399
N: -0.0976 -0.4464 1.7355
C: -0.9118 -1.6225 2.0971
C: -0.6297 -2.6490 1.0208
N: -0.7708 -1.8985 -0.2411
C: -1.0089 -2.5500 -1.3988
N: -1.3146 -1.9197 -2.5456
C: -1.3661 -0.5018 -2.8477
C: -1.3152 -2.8475 -3.6771
C: -1.3555 -4.2001 -2.9877
N: -0.9760 -3.8821 -1.6022
C: -0.9178 -5.0354 -0.7016
H: 3.1621 1.9854 2.0071
H: 2.0531 1.5592 0.7284
H: 3.0301 0.2910 1.5116
H: 2.0264 2.6392 4.0037
H: 2.6902 1.0470 4.4030
H: -0.0221 2.1462 5.0909
H: 0.7808 0.7305 5.7880
H: -1.8107 0.6967 5.2170
H: -1.6890 -0.9709 4.6788
H: -2.2962 0.2972 3.5785
H: -1.9759 -1.3811 2.0954
H: -0.6302 -2.0201 3.0701
H: -1.3404 -3.4603 1.1264
H: 0.3877 -3.0354 1.1144
H: -1.9661 0.0381 -2.1139
H: -1.8688 -0.4010 -3.8080
H: -0.3703 -0.0616 -2.9425
H: -0.4153 -2.7042 -4.2800
H: -2.1883 -2.6689 -4.3020
H: -0.6449 -4.9091 -3.4072
H: -2.3507 -4.6499 -3.0027
H: -0.9047 -5.9155 -1.3386
H: -1.7984 -5.1070 -0.0654
H: -0.0084 -5.0514 -0.1083

Atoms 1-3, force components in eV/Å:
Ir 0.104 -0.584 -0.450
I -0.008 -0.037 0.019
C -0.087 0.089 0.023

***

Density functional theory data (ωB97M-V/def2-TZVPD) for an isolated molecule of C3H6O3 at a distorted geometry.

Values from the calculation:
Highest occupied orbital energy (eV): -10.661
SMILES: CCC(=O)OO
LUMO energy (Ha): 0.025
Charge: 0
HOMO-LUMO gap (eV): 11.33

CARTESIAN COORDINATES (ANGSTROEM)
C: 0.4316 1.3404 0.1773
C: -0.2595 0.0423 -0.2323
C: 0.0773 -1.0080 0.7959
O: 0.2071 -0.7373 1.9626
O: 0.6811 -2.0925 0.1341
O: 1.2347 -3.2485 0.8410
H: 1.5205 1.0490 0.4302
H: -0.2280 1.6215 1.0165
H: 0.4290 2.2270 -0.4978
H: 0.0424 -0.4224 -1.1642
H: -1.3319 0.1930 -0.2505
H: 1.5221 -3.8077 0.1034

Atoms 1-3, force components in eV/Å:
C 0.857 -0.154 0.531
C -0.254 -0.837 -1.138
C 2.629 0.336 1.895

***

Density functional theory data (ωB97M-V/def2-TZVPD) for a cluster of 5 separate species, C10H30O5 in total at a distorted geometry.

Values from the calculation:
Highest occupied orbital energy (eV): -10.083
SMILES: CCO.CCO.CCO.CCO.CCO
LUMO energy (Ha): 0.020
Charge: 0
HOMO-LUMO gap (eV): 10.61

CARTESIAN COORDINATES (ANGSTROEM)
C: -2.3149 7.9315 0.0795
C: -1.9381 6.4894 -0.2588
O: -2.8814 5.6159 0.3460
H: -1.7458 8.5818 -0.5848
H: -2.1303 8.2292 1.1116
H: -3.3732 8.1674 -0.0326
H: -0.9178 6.2320 0.0257
H: -1.9236 6.4576 -1.3483
H: -2.8173 4.7370 -0.0348
C: -0.2592 -1.7871 -6.0165
C: -1.2728 -0.6992 -6.3720
O: -0.8791 0.4969 -5.8130
H: -0.1042 -1.8412 -4.9390
H: 0.6776 -1.4478 -6.4587
H: -0.4706 -2.7616 -6.4565
H: -2.2779 -0.8917 -5.9967
H: -1.1266 -0.5920 -7.4468
H: -0.4957 0.9728 -6.5533
C: 2.7974 -5.7075 1.4134
C: 1.7230 -5.9093 0.3943
O: 2.0576 -7.0965 -0.2077
H: 3.6962 -5.4818 0.8396
H: 2.9440 -6.5363 2.1061
H: 2.5277 -4.8575 2.0403
H: 1.6575 -5.0298 -0.2462
H: 0.7107 -5.9163 0.7986
H: 2.9863 -7.3196 -0.1104
C: -0.0606 0.2349 0.1352
C: -1.4600 -0.1263 -0.3136
O: -2.0648 0.9059 -1.1289
H: 0.6707 0.4366 -0.6475
H: 0.3413 -0.5205 0.8104
H: -0.1868 1.1310 0.7429
H: -2.0486 -0.1929 0.6014
H: -1.5484 -1.1160 -0.7618
H: -1.7019 0.9080 -2.0177
C: 2.0005 0.6204 5.9710
C: 1.4393 -0.7335 5.7100
O: 0.1980 -0.8448 5.1615
H: 2.2195 1.2284 5.0932
H: 2.8649 0.3710 6.5864
H: 1.3007 1.2718 6.4945
H: 1.4982 -1.4860 6.4964
H: 2.1531 -1.0774 4.9614
H: -0.4648 -1.0468 5.8260

Atoms 1-3, force components in eV/Å:
C 0.258 0.117 0.375
C -0.479 0.619 -0.045
O 0.024 0.123 -0.124

***

Results for energy: -4565.5724, -366.9854, -360.5312, -1974.7550, -343.5110, -775.0827 (in hartree, following the order of the records).
Results for ΔE to the lowest compared entry with this formula, charge and spin: 81.0, 10.2, 86.7, 13.9, 90.1, 48.8 (in kcal/mol, following the order of the records).